(1)
A structure of composition C35H62N2P2RuSeSi2Te. Source: the OMol25 dataset; level of theory: ωB97M-V/def2-TZVPD.

The geometry in XYZ format:
```
106
Properties=species:S:1:pos:R:3:forces:R:3
Ru 0.00352 0.43328 0.43348 -0.3 -0.5 1.2
C -3.93028 -0.18912 1.29058 0.3 -0.1 0.0
C -3.64368 -0.21622 -0.21172 0.3 -0.2 0.1
C -4.91578 0.05928 -1.01242 0.2 0.0 -0.1
P -2.15488 0.84698 -0.60292 -1.2 0.4 -0.5
C -2.35008 1.38928 -2.38102 0.4 -0.2 0.2
C -2.29038 0.23988 -3.38342 -0.1 0.0 0.2
C -1.26028 2.41878 -2.67792 0.0 0.0 0.1
C -2.40278 2.43128 0.28938 0.5 -0.2 0.1
C -3.60128 3.09378 0.48488 0.1 0.0 0.0
C -3.67068 4.28588 1.20988 0.1 -0.2 0.0
C -4.93738 5.06398 1.30738 -0.2 0.1 0.0
C -2.51068 4.73818 1.84468 0.0 -0.1 0.0
C -1.29848 4.12418 1.63628 0.0 -0.1 0.0
C -1.20628 3.00828 0.78688 -1.1 0.6 0.2
N -0.00758 2.47558 0.39348 0.0 -0.1 -0.2
C 1.05662 3.25568 0.07168 0.8 0.4 -0.2
C 0.96362 4.63928 -0.19422 -0.2 0.0 0.0
C 2.06862 5.35918 -0.58152 0.0 -0.1 0.0
C 3.32162 4.75698 -0.74062 -0.2 -0.1 0.1
C 4.51072 5.53928 -1.17852 0.1 0.1 -0.1
C 3.41202 3.38118 -0.52122 -0.3 -0.2 0.1
C 2.31752 2.63478 -0.11882 -0.3 -0.1 0.0
P 2.31722 0.82328 0.08538 1.5 0.2 -0.1
C 3.25262 0.26018 -1.45352 -0.4 0.0 0.0
C 2.39192 -0.74212 -2.21852 -0.1 0.1 0.0
C 4.65292 -0.30382 -1.23592 0.0 0.2 0.1
C 3.36552 0.44798 1.59008 -0.4 0.0 0.0
C 2.46732 0.61918 2.81468 -0.1 -0.2 -0.1
C 4.61062 1.31128 1.74468 0.1 -0.1 -0.2
H -4.57258 -1.02762 1.55718 -0.1 0.0 0.0
H -4.43258 0.72988 1.57998 0.0 0.1 0.1
H -3.01038 -0.27132 1.86818 -0.1 0.0 0.1
H -3.30618 -1.23092 -0.46262 0.0 0.2 0.0
H -5.21288 1.10318 -0.97682 -0.1 0.1 0.0
H -5.72268 -0.52602 -0.57162 0.0 0.0 0.0
H -4.82298 -0.23592 -2.05412 0.0 0.0 -0.1
H -3.33928 1.86028 -2.44202 0.1 0.0 0.1
H -1.28998 -0.18722 -3.44302 0.1 -0.1 0.0
H -2.54378 0.62198 -4.37012 0.0 0.0 -0.1
H -3.00008 -0.54872 -3.14212 0.0 -0.1 0.0
H -0.26968 2.00278 -2.45382 -0.1 0.1 -0.1
H -1.39538 3.32808 -2.09122 0.1 0.0 0.0
H -1.28548 2.69158 -3.72922 0.0 0.0 -0.1
H -4.51358 2.69898 0.06578 -0.1 0.0 -0.1
H -5.77798 4.53278 0.86538 0.0 0.0 0.0
H -4.82188 6.01618 0.78678 0.0 0.0 0.0
H -5.17778 5.30298 2.34208 0.0 0.0 0.1
H -2.56868 5.59338 2.50028 0.0 0.1 0.1
H -0.41158 4.47888 2.14018 0.1 0.1 0.0
H 0.00082 5.12578 -0.13762 0.0 0.1 0.0
H 1.95812 6.41198 -0.79062 0.0 0.1 0.0
H 4.37672 6.60088 -0.98542 0.0 0.0 0.0
H 4.65942 5.41328 -2.25372 0.0 0.0 0.0
H 5.41652 5.19538 -0.68132 0.0 0.0 0.0
H 4.36212 2.89458 -0.68162 0.2 -0.1 0.0
H 3.32962 1.17208 -2.05902 -0.1 -0.1 0.2
H 2.43562 -1.72662 -1.74652 0.0 0.1 -0.1
H 2.75722 -0.84232 -3.23682 0.0 0.0 -0.1
H 1.34622 -0.40702 -2.25882 0.1 -0.2 -0.1
H 4.67412 -1.09342 -0.48842 0.0 -0.1 0.1
H 5.36142 0.46818 -0.95102 0.1 0.0 0.0
H 5.00832 -0.72942 -2.17112 0.0 -0.1 -0.1
H 3.65202 -0.60942 1.50078 -0.1 0.1 -0.1
H 2.01482 1.61468 2.82358 0.0 0.0 0.1
H 3.04502 0.50138 3.72648 0.1 0.0 0.1
H 1.67322 -0.12792 2.82638 0.0 0.1 0.1
H 4.34582 2.35948 1.86038 0.0 0.1 0.1
H 5.30462 1.21488 0.91628 0.1 0.0 0.0
H 5.13912 0.99778 2.64328 0.0 0.0 0.1
Se -1.45058 -0.78312 4.93798 0.0 0.0 0.1
C -0.99588 -0.14592 3.40278 -0.2 -0.1 0.6
N -0.71588 0.27458 2.33488 0.6 0.2 -1.4
C -0.30288 -5.41652 3.92658 0.4 0.5 -0.4
Si 0.69712 -4.23192 2.83168 0.1 0.0 0.0
C 1.76822 -2.98212 3.79508 -0.6 -0.4 -0.3
C 1.88282 -5.11392 1.62588 -0.6 0.2 0.4
C -0.60368 -3.21982 1.80308 0.7 -0.1 0.3
Te 0.36422 -2.20022 0.17288 -0.7 -0.5 -0.1
C -1.17648 -2.64882 -1.25242 0.4 -0.6 -0.5
Si -0.75058 -4.10522 -2.46462 -0.3 0.3 0.1
C 0.68142 -3.54442 -3.57892 -0.5 -0.3 0.5
C -2.32338 -4.38702 -3.48702 0.6 0.0 0.4
C -0.31678 -5.57182 -1.34472 -0.2 0.5 -0.6
H 0.37452 -6.00972 4.53228 0.1 -0.1 0.1
H -0.89628 -6.10542 3.32968 0.0 -0.1 -0.1
H -0.97758 -4.89822 4.60318 0.0 0.2 0.0
H 2.36522 -3.50472 4.53748 0.1 -0.1 0.1
H 1.18082 -2.23452 4.32208 -0.1 0.1 0.1
H 2.45752 -2.46892 3.12668 0.1 0.1 -0.1
H 2.78132 -5.42672 2.14808 0.2 0.0 0.2
H 2.18552 -4.44802 0.81628 0.1 0.0 0.0
H 1.44922 -6.00612 1.18488 -0.1 -0.1 -0.1
H -1.10068 -2.49782 2.44958 0.0 0.0 -0.1
H -1.36128 -3.87172 1.36768 0.1 0.0 -0.2
H -1.39678 -1.73552 -1.79832 0.0 0.0 0.0
H -2.04958 -2.93222 -0.66902 0.0 0.1 0.2
H 0.54462 -2.53222 -3.94602 -0.1 0.2 0.0
H 0.73012 -4.19492 -4.44552 0.0 -0.2 -0.2
H 1.64352 -3.59942 -3.08122 0.2 0.0 0.1
H -2.62578 -3.50322 -4.04102 0.0 0.2 -0.1
H -3.16618 -4.70482 -2.88062 -0.1 0.0 0.2
H -2.13828 -5.17162 -4.21192 0.0 -0.2 -0.2
H 0.35732 -5.26412 -0.55302 0.2 0.0 0.1
H 0.16512 -6.36292 -1.90992 0.1 -0.1 -0.1
H -1.19698 -6.00412 -0.87992 -0.3 0.0 0.1
```
Positions in Å, forces in eV/Å.

Output
- multiplicity = 5
- total charge = +2
- frontier orbital gap (alpha / beta) (eV) = 7.7 / 5.1
- HOMO energy (alpha / beta) (eV) = -13.1 / -13.3

Löwdin atomic charge list, values in e, 8 entries:
1 Ru 0.723
2 C -0.096
3 C -0.505
4 C -0.081
5 P 1.039
6 C -0.509
7 C -0.102
8 C -0.106

(2)
A cluster of 3 separate species, C3H8O in total. Source: the OMol25 dataset; level of theory: ωB97M-V/def2-TZVPD.

The geometry in XYZ format:
```
12
Properties=species:S:1:pos:R:3:forces:R:3
H -0.14764 -0.32254 2.20139 0.0 0.0 0.1
H 0.23274 -0.29429 2.84174 0.0 0.0 0.0
C -1.73812 0.10864 0.05013 0.1 -0.1 -0.2
C -1.06343 -0.50601 -0.91628 -0.1 0.1 0.1
H -2.58923 -0.35461 0.54447 0.1 0.0 -0.1
H -1.46782 1.11034 0.37763 0.0 -0.1 -0.1
H -0.21442 -0.02580 -1.39774 -0.2 -0.1 0.1
H -1.33507 -1.50288 -1.25620 0.0 0.1 0.1
C 1.98321 0.40163 0.41167 -0.1 0.2 -0.3
O 1.67578 1.18948 -0.44698 0.2 -0.3 0.4
H 1.63613 -0.64946 0.39989 0.0 0.1 -0.1
H 2.62860 0.68932 1.26453 -0.1 0.0 -0.1
```
Positions in Å, forces in eV/Å.

Output
- total charge = 0
- frontier orbital gap (eV) = 11.0
- HOMO energy (eV) = -10.1

Löwdin atomic charge list, values in e, 8 entries:
1 H 0.015
2 H 0.050
3 C -0.109
4 C -0.086
5 H 0.047
6 H 0.049
7 H 0.035
8 H 0.049

(3)
A cluster of 3 separate species, C22H28F11N2O8S in total. Source: the OMol25 dataset; level of theory: ωB97M-V/def2-TZVPD.

The geometry in XYZ format:
```
72
Properties=species:S:1:pos:R:3:forces:R:3
C -2.52180 1.73235 -2.70865 0.8 -0.4 -0.4
C -1.51371 1.13653 -3.74585 -2.0 0.2 -0.3
O -0.37502 1.99726 -3.95472 0.1 -1.2 0.8
C 0.81227 1.52000 -3.38321 1.4 1.6 -0.6
C 1.82007 1.35800 -4.57006 -1.2 -0.7 -0.7
N 3.21613 1.01461 -4.13967 0.9 -0.2 -0.1
C 3.38882 0.89631 -2.66680 -0.6 0.7 1.6
C 2.90837 2.24261 -2.00145 0.7 -0.6 -0.3
C 3.26577 2.12492 -0.51713 0.5 0.5 1.6
C 3.07151 0.97518 0.29322 0.0 0.8 -1.1
C 3.44410 1.00732 1.63623 -0.4 -2.0 1.1
N 4.02696 1.98847 2.34150 -0.6 0.1 -2.6
C 4.22314 3.03069 1.52548 1.0 1.8 0.9
C 3.88138 3.19026 0.17899 -0.5 -0.6 -0.8
C 1.34859 2.50506 -2.25344 0.2 -2.5 0.5
O 0.69817 2.13874 -1.06690 -0.1 0.5 -0.1
S 1.18128 4.27520 -2.72194 2.3 2.3 -2.6
O 1.30306 4.37840 -4.16483 -1.0 -1.4 0.4
O 2.21078 5.11419 -2.15061 -0.8 -1.0 1.7
C -0.45056 5.04823 -2.26866 -1.7 0.8 0.7
F -1.16569 5.28638 -3.37833 0.7 -0.4 0.1
F -1.22208 4.29907 -1.45076 0.7 -0.2 -0.2
C -0.27510 6.44594 -1.55280 -0.6 0.6 0.2
F -1.50321 6.94120 -1.31352 0.2 -0.5 -0.2
F 0.33190 7.32194 -2.34461 0.3 -0.5 0.2
F 0.31825 6.33301 -0.37019 0.3 -0.2 -0.5
H -3.36082 1.02678 -2.55247 0.4 0.4 -0.3
H -2.06241 1.90186 -1.71657 -0.2 0.1 -0.5
H -2.87037 2.68628 -3.14219 0.0 -0.4 0.5
H -1.26187 0.07824 -3.53519 0.3 0.6 0.1
H -2.07024 1.12943 -4.70770 0.5 -0.1 0.4
H 0.72820 0.53100 -2.89015 -0.3 0.5 -0.1
H 1.85737 2.22637 -5.24693 -0.2 -0.2 0.6
H 1.44474 0.49722 -5.16233 0.2 0.5 0.3
H 3.55567 0.15530 -4.58826 -0.3 0.2 0.0
H 3.85238 1.75375 -4.46585 -0.2 -0.1 0.1
H 2.80013 0.05961 -2.25042 0.2 0.2 -0.7
H 4.44085 0.70408 -2.37967 -0.5 0.2 -0.5
H 3.54150 3.02909 -2.47074 -0.6 -0.2 0.4
H 2.62809 0.06362 -0.13079 0.1 0.4 0.5
H 3.23313 0.09055 2.21715 0.3 0.9 -0.6
H 4.73357 3.88921 2.00001 -0.3 -0.4 -0.3
H 4.09109 4.13749 -0.33558 -0.1 -0.4 0.4
H -0.04202 1.53590 -1.23678 0.0 0.4 0.0
C -0.75765 -4.62090 4.43965 0.0 0.4 -0.1
C 0.74533 -4.79302 4.50480 -0.5 -0.6 0.2
O 1.42172 -3.66049 3.92329 0.4 0.5 -0.1
C 1.56843 -2.59817 4.71457 -0.5 -1.1 0.2
O 1.18005 -2.51622 5.84127 0.3 0.5 -0.1
C 2.34901 -1.50246 3.98175 0.6 1.0 -0.3
F 1.92121 -1.32462 2.70821 -0.3 -0.6 0.4
F 3.65918 -1.79712 3.90982 -0.3 -0.3 0.1
F 2.25150 -0.31889 4.58872 -0.2 -0.4 0.1
H -1.07952 -4.43050 3.41527 0.0 -0.2 0.0
H -1.26223 -5.51446 4.80752 0.1 0.0 0.0
H -1.08106 -3.76902 5.04016 0.0 -0.1 0.1
H 1.04339 -5.66168 3.91911 0.2 0.2 -0.2
H 1.08611 -4.96011 5.52681 0.1 0.3 0.0
C -5.48919 -3.74950 0.08764 0.1 -0.3 0.0
C -5.42664 -3.18255 1.49097 -0.1 0.4 -0.5
O -5.55148 -4.22691 2.46960 0.2 -0.3 0.4
C -4.43795 -4.89935 2.75643 -0.2 0.8 -0.6
O -3.36451 -4.70294 2.26199 0.0 -0.3 0.3
C -4.71763 -5.93992 3.84546 -0.3 -1.0 0.9
F -5.85366 -6.61557 3.61775 0.2 0.3 -0.2
F -4.83712 -5.35652 5.05088 0.1 0.2 -0.4
F -3.73357 -6.84169 3.93746 0.0 0.4 -0.3
H -6.39758 -4.33843 -0.04700 0.0 0.1 0.0
H -5.47524 -2.94719 -0.65088 0.0 0.0 0.1
H -4.64524 -4.41298 -0.10597 0.0 0.1 0.0
H -6.26513 -2.50669 1.65425 -0.1 -0.2 0.2
H -4.51288 -2.60979 1.65364 0.1 -0.2 0.1
```
Positions in Å, forces in eV/Å.

Output
- total charge = +1
- frontier orbital gap (eV) = 8.7
- HOMO energy (eV) = -12.3

Löwdin atomic charge list, values in e, 8 entries:
1 C -0.048
2 C -0.207
3 O -0.099
4 C -0.273
5 C -0.022
6 N 0.077
7 C -0.070
8 C -0.155

(4)
A structure of composition C59H50F4O3P2Pd. Source: the OMol25 dataset; level of theory: ωB97M-V/def2-TZVPD.

The geometry in XYZ format:
```
119
Properties=species:S:1:pos:R:3:forces:R:3
C -3.76143 -4.31599 -3.51096 0.1 -0.1 0.0
C -2.72340 -3.21282 -3.64804 -0.4 0.2 0.1
O -1.34043 -3.66071 -3.62935 0.4 0.1 0.4
C -0.47895 -2.60755 -3.64018 0.2 1.6 -0.4
C 1.04145 -2.89693 -3.28544 -1.4 -2.2 -3.4
C 2.06357 -2.43742 -4.34694 -0.3 1.2 -1.0
O 2.01621 -1.39286 -4.96389 0.1 -1.1 0.3
C 3.15094 -3.48842 -4.48091 0.4 -0.2 -0.3
C 2.62912 -4.74245 -3.78386 0.6 -0.1 0.1
C 1.17511 -4.43936 -3.53800 -0.3 -0.1 -0.1
O -0.88757 -1.49439 -3.90004 0.7 -0.6 0.5
H -4.72266 -3.79186 -3.45741 0.1 -0.1 0.0
H -3.82058 -4.98349 -4.37409 0.2 0.0 0.1
H -3.68577 -4.91319 -2.59535 0.2 0.1 -0.2
H -2.91133 -2.66042 -4.57700 0.2 -0.1 0.3
H -2.83370 -2.52534 -2.79971 0.0 0.0 -0.3
H 3.23975 -3.67114 -5.55691 0.1 0.1 0.1
H 4.14786 -3.17418 -4.12758 -0.5 0.2 -0.1
H 2.75848 -5.60737 -4.43285 -0.1 -0.1 0.1
H 3.15120 -4.95767 -2.85091 0.1 0.1 0.0
H 0.69931 -5.11055 -2.83388 0.0 0.1 0.0
H 0.63738 -4.60134 -4.48541 0.1 0.1 0.2
F 3.82379 4.44771 -2.60269 0.1 -0.8 0.7
C 3.66584 3.53091 -1.58802 -0.4 0.0 -0.9
C 3.81072 3.99580 -0.28914 0.0 -0.6 0.1
C 3.55472 3.05334 0.69974 -0.4 0.2 0.5
F 3.55017 3.48153 2.00764 0.3 -0.4 -1.0
C 3.19511 1.73762 0.43404 -0.2 0.0 -0.3
C 3.02433 1.29046 -0.90140 0.9 1.3 0.3
C 2.58133 -0.09960 -1.05188 -1.0 -1.4 -0.7
C 2.26162 -0.84727 -2.14069 -0.1 0.7 0.4
C 1.47829 -2.21401 -2.04628 1.4 1.8 2.6
C 2.16227 -3.12014 -1.01457 -0.3 -0.6 0.1
C 1.42264 -4.24310 -0.64560 -0.4 -0.3 0.3
C 1.92203 -5.11974 0.29649 -0.2 -0.5 -0.2
F 1.21041 -6.27311 0.54081 0.6 1.0 0.0
C 3.09825 -4.88206 0.99093 -0.2 0.2 -0.1
C 3.79942 -3.73000 0.65206 -0.1 0.1 0.4
F 4.83224 -3.36560 1.50226 -0.8 -0.4 -1.4
C 3.41579 -2.90742 -0.41838 0.5 0.2 0.3
Pd 0.02404 1.40261 1.10039 -0.1 0.5 0.3
P -1.29220 2.85428 -0.05478 0.5 -0.5 -0.1
C -0.51686 2.90448 -1.70025 -0.1 0.9 -0.5
C -0.41630 1.69964 -2.40240 0.2 0.0 -0.1
C 0.17041 1.65683 -3.66177 -0.2 0.1 0.0
C 0.61777 2.83779 -4.25741 0.1 0.0 0.2
C 0.57180 4.03349 -3.53976 0.1 0.0 -0.1
C 0.01685 4.07502 -2.26075 -0.2 -0.3 -0.1
C -2.96733 2.23288 -0.41705 -0.6 0.1 -0.3
C -3.70386 2.59676 -1.56347 -0.1 -0.2 0.3
C -4.94046 1.99607 -1.82230 0.1 0.0 0.2
C -5.43950 1.01741 -0.95460 0.2 0.0 0.1
C -4.71137 0.65297 0.18130 -0.1 0.2 -0.1
C -3.50012 1.28389 0.46275 0.0 -0.1 -0.1
C -1.48093 4.53028 0.64117 -0.4 0.6 0.0
C -2.73740 5.06607 1.00447 0.4 0.0 0.0
C -2.81221 6.17641 1.85267 0.3 0.0 0.1
C -1.63892 6.78344 2.32260 -0.1 -0.2 -0.1
C -0.39260 6.33327 1.86865 -0.3 -0.2 -0.2
C -0.31722 5.21669 1.03006 -0.3 0.1 0.3
P -0.21166 0.20184 2.98266 0.6 -0.2 -0.9
C 1.29594 0.12279 3.98232 0.3 0.2 0.7
C 1.57912 1.10762 4.94810 0.2 -0.5 -0.2
C 2.87500 1.23126 5.45580 0.0 -0.2 -0.1
C 3.88512 0.36334 5.02763 -0.1 0.1 0.0
C 3.60069 -0.64022 4.09840 -0.2 0.1 0.0
C 2.31555 -0.75598 3.57043 0.1 0.2 0.2
C -1.71166 0.73091 3.86724 -0.5 -0.2 0.7
C -2.74546 -0.17396 4.19403 0.1 0.5 0.0
C -4.02418 0.30372 4.50350 0.1 0.2 0.0
C -4.27065 1.68283 4.52995 0.2 -0.2 0.0
C -3.22013 2.58491 4.32211 0.2 -0.2 0.1
C -1.94566 2.11005 4.00107 -0.4 -0.2 -0.1
C -0.51020 -1.53041 2.53470 -0.1 -0.6 0.5
C -0.26931 -2.62002 3.39702 -0.4 0.0 -0.5
C -0.58365 -3.91437 2.97789 0.0 0.1 0.1
C -1.16651 -4.12096 1.72718 0.0 0.0 -0.1
C -1.37536 -3.04871 0.86182 0.0 0.1 0.2
C -1.02211 -1.75902 1.25589 0.0 -0.2 -0.1
C 3.29005 2.22822 -1.93292 0.0 -0.3 0.5
H 4.11520 5.01332 -0.06350 -0.2 -0.2 -0.1
H 3.03206 1.05290 1.26354 -0.1 0.2 0.0
H 2.39246 -0.58362 -0.08851 -0.1 0.3 -0.1
H 2.45744 -0.46097 -3.13277 -0.2 0.2 0.1
H 0.51119 -1.90211 -1.66684 0.0 0.1 1.0
H 0.44602 -4.46027 -1.09498 0.5 0.2 0.5
H 3.40851 -5.55131 1.77892 0.1 0.1 0.1
H 4.09464 -2.10474 -0.74709 -0.6 -0.4 0.4
H -0.80013 0.77962 -1.96392 0.1 0.1 0.0
H 0.25468 0.69588 -4.16976 -0.1 0.3 0.0
H 1.00809 2.80947 -5.27397 0.0 0.1 0.3
H 0.97509 4.94649 -3.97971 -0.1 -0.2 0.1
H -0.03680 5.01888 -1.71361 0.0 -0.3 -0.2
H -3.31266 3.34920 -2.25005 0.0 -0.2 0.1
H -5.52022 2.28471 -2.70366 0.3 -0.1 0.3
H -6.39585 0.53671 -1.16370 0.2 0.1 0.0
H -5.07675 -0.11788 0.86179 0.0 0.2 -0.2
H -2.93829 1.02675 1.36464 -0.1 0.0 -0.3
H -3.65897 4.61200 0.63286 0.3 0.0 0.2
H -3.78815 6.55737 2.17346 0.4 -0.2 -0.2
H -1.69784 7.59277 3.05635 0.0 -0.2 -0.4
H 0.52329 6.83294 2.18723 -0.3 -0.1 -0.1
H 0.65392 4.84729 0.70398 -0.1 0.0 0.2
H 0.78242 1.76873 5.29209 0.2 -0.1 -0.1
H 3.10220 2.01029 6.18759 -0.1 -0.3 -0.2
H 4.89852 0.47110 5.41356 -0.3 0.0 -0.1
H 4.37702 -1.33436 3.77474 -0.2 0.2 0.1
H 2.10115 -1.52906 2.83071 0.1 0.2 0.1
H -2.54583 -1.24554 4.19908 -0.1 0.3 -0.2
H -4.83147 -0.40395 4.71945 0.3 0.3 -0.1
H -5.28096 2.05249 4.72017 0.3 -0.1 0.0
H -3.38378 3.66230 4.40348 0.0 -0.4 -0.1
H -1.13603 2.81023 3.80122 -0.2 -0.1 -0.1
H 0.15458 -2.46151 4.38880 -0.1 0.0 -0.2
H -0.38706 -4.76657 3.63258 -0.1 0.3 -0.2
H -1.44643 -5.12480 1.41265 0.1 0.2 0.1
H -1.81865 -3.20343 -0.12125 0.1 -0.1 0.2
H -1.12686 -0.90944 0.56997 -0.1 -0.2 0.3
H 3.22219 1.92421 -2.97643 -0.1 0.3 0.2
```
Positions in Å, forces in eV/Å.

Output
- total charge = 0
- frontier orbital gap (eV) = 6.7
- HOMO energy (eV) = -6.5

Löwdin atomic charge list, values in e, 8 entries:
1 C -0.066
2 C -0.209
3 O -0.012
4 C -0.366
5 C -0.216
6 C -0.326
7 O 0.105
8 C -0.069